# 1
Density functional theory data (ωB97M-V with the def2-TZVPD basis set) for a cluster of 2 separate species, H3NOS in total in a non-equilibrium geometry.

Computed properties:
Relative energy (zero: lowest compared OMol25 entry of this formula, charge and spin) ... 3.268 eV
Gap between HOMO and LUMO (spin up / spin down) ... 0.268 / 0.364 Eh
E_HOMO (spin up / spin down) ... -0.3023 / -0.3844 Ha

Each line ends with the natural charge from an NBO analysis.
CARTESIAN COORDINATES (ANGSTROEM)
N  0.20  0.83  -0.33  -1.0289
O  -1.16  -1.17  -0.53  -0.8492
S  -1.32  0.23  -0.14  1.1134
H  0.43  1.66  0.34  0.3890
H  0.78  0.08  0.08  0.3760
H  1.07  -1.64  0.58  -0.0003

***

# 2
Density functional theory data (ωB97M-V with the def2-TZVPD basis set) for a structure of composition C10H30F3O5Pb in a non-equilibrium geometry.

Computed properties:
Gap between HOMO and LUMO ... 0.247 Eh
Net charge ... -1
E_HOMO ... -0.1565 Ha

Each line ends with the natural charge from an NBO analysis.
CARTESIAN COORDINATES (ANGSTROEM)
Pb  8.86  19.42  -4.53  1.5849
F  7.27  20.05  -2.70  -0.8942
F  9.24  17.83  -2.66  -0.8952
F  6.90  17.98  -4.81  -0.8849
C  8.43  19.61  -9.30  -0.6320
C  8.44  20.54  -8.08  -0.0493
O  7.85  19.95  -6.96  -0.7191
H  7.40  19.38  -9.57  0.1993
H  8.88  18.67  -8.96  0.2152
H  8.95  20.07  -10.13  0.1960
H  7.89  21.47  -8.31  0.1452
H  9.46  20.87  -7.90  0.1659
H  6.91  19.77  -7.07  0.5000
C  13.20  20.66  -4.27  -0.6391
C  12.27  19.78  -5.09  -0.0684
O  11.13  20.53  -5.51  -0.7268
H  14.21  20.28  -4.14  0.2035
H  12.76  20.86  -3.29  0.2335
H  13.24  21.65  -4.74  0.1857
H  11.92  18.87  -4.61  0.2191
H  12.83  19.44  -5.98  0.1398
H  11.45  21.30  -5.98  0.4600
C  10.82  22.36  -0.95  -0.6326
C  9.69  21.59  -1.62  -0.0538
O  10.15  20.54  -2.45  -0.7409
H  11.36  22.98  -1.68  0.1903
H  11.52  21.69  -0.45  0.1979
H  10.39  23.04  -0.21  0.1967
H  9.14  22.27  -2.27  0.1549
H  8.94  21.26  -0.90  0.1986
H  10.34  19.78  -1.88  0.5100
C  11.02  15.48  -5.48  -0.6328
C  9.75  16.26  -5.72  -0.0812
O  10.08  17.62  -6.07  -0.7407
H  11.60  15.88  -4.65  0.2198
H  11.68  15.41  -6.35  0.1758
H  10.76  14.44  -5.24  0.2066
H  9.10  16.30  -4.84  0.2613
H  9.16  15.83  -6.54  0.1529
H  10.60  17.57  -6.88  0.4593
C  7.90  24.22  -5.53  -0.6301
C  8.81  23.07  -5.13  -0.0623
O  7.99  21.95  -4.80  -0.7275
H  7.27  23.91  -6.36  0.2107
H  8.50  25.10  -5.84  0.1924
H  7.27  24.60  -4.73  0.2048
H  9.37  23.34  -4.22  0.1622
H  9.50  22.80  -5.92  0.1640
H  7.51  22.17  -3.99  0.5050

***

# 3
Density functional theory data (ωB97M-V with the def2-TZVPD basis set) for a cluster of 11 separate species, C33H85N3O11 in total in a non-equilibrium geometry.

Computed properties:
Structure (SMILES) ... CC1(C)CCCC(C)(C)N1O.CC1(C)CCCC(C)(C)N1O.CC1(C)CCCC(C)(C)N1O.CCO.CCO.CCO.O.O.O.O.O
Relative energy (zero: lowest compared OMol25 entry of this formula, charge and spin) ... 0.000 eV
Gap between HOMO and LUMO ... 0.323 Eh
E_HOMO ... -0.3112 Ha

Each line ends with the Mulliken charge.
CARTESIAN COORDINATES (ANGSTROEM)
C  1.54  -0.41  -6.30  -1.7654
C  0.69  -0.08  -5.10  1.4048
C  -0.42  0.85  -5.64  -1.6379
C  0.07  -1.34  -4.48  -1.4483
C  0.98  -2.10  -3.43  -0.3378
C  1.58  -1.10  -2.43  -0.8236
C  2.47  -0.01  -3.19  2.4578
C  2.99  0.99  -2.13  -1.6046
C  3.62  -0.69  -3.88  -2.3034
N  1.49  0.67  -4.06  1.0243
O  2.06  1.76  -4.71  -0.6333
H  0.97  -0.90  -7.13  0.4340
H  1.92  0.53  -6.66  0.4090
H  2.39  -1.03  -6.02  0.3510
H  -1.13  0.30  -6.30  0.3877
H  -1.03  1.20  -4.79  0.2236
H  -0.07  1.76  -6.07  0.3897
H  -0.82  -1.00  -3.93  0.3904
H  -0.22  -2.02  -5.27  0.3897
H  0.32  -2.79  -2.93  0.0715
H  1.73  -2.68  -4.00  0.3066
H  2.17  -1.65  -1.69  0.2370
H  0.80  -0.52  -1.91  0.1178
H  2.11  1.51  -1.68  -0.0684
H  3.72  1.78  -2.46  0.3741
H  3.48  0.37  -1.34  0.3871
H  4.09  0.00  -4.62  0.4163
H  3.46  -1.68  -4.34  0.3210
H  4.33  -0.84  -3.06  0.4776
H  2.02  2.42  -4.00  0.3205
C  -5.11  -6.20  -0.08  -1.9324
C  -3.69  -5.72  0.24  1.7537
C  -3.13  -6.45  1.42  -1.5062
C  -2.64  -5.96  -0.92  -1.5146
C  -1.29  -5.12  -0.73  -0.6025
C  -1.61  -3.64  -0.57  -0.8856
C  -2.56  -3.42  0.63  1.7047
C  -1.84  -3.61  1.95  -0.6744
C  -3.08  -1.89  0.48  -1.7935
N  -3.71  -4.27  0.48  0.1550
O  -4.63  -3.98  1.47  -0.4933
H  -5.54  -5.77  -1.02  0.3400
H  -5.14  -7.28  -0.22  0.4062
H  -5.88  -6.02  0.66  0.3887
H  -2.03  -6.36  1.45  0.3256
H  -3.60  -6.02  2.34  0.2558
H  -3.39  -7.52  1.44  0.4235
H  -2.45  -7.02  -1.12  0.4188
H  -3.14  -5.63  -1.81  0.4452
H  -0.74  -5.44  0.16  0.4088
H  -0.62  -5.28  -1.55  0.4603
H  -2.23  -3.20  -1.39  0.4088
H  -0.72  -3.05  -0.49  -0.1548
H  -1.16  -4.49  1.92  0.1201
H  -2.50  -3.76  2.78  0.2816
H  -1.21  -2.74  2.16  -0.1280
H  -3.73  -1.77  -0.41  0.3575
H  -2.16  -1.36  0.29  0.3041
H  -3.54  -1.53  1.39  0.3719
H  -4.14  -4.19  2.27  0.3855
C  -0.90  5.54  -1.35  -2.0464
C  -0.23  5.73  0.01  1.4801
C  1.12  6.37  -0.38  -1.8275
C  -0.93  6.67  1.02  -1.0648
C  -2.18  5.95  1.57  -0.6910
C  -1.83  4.60  2.15  -1.0051
C  -1.13  3.71  1.15  1.6587
C  -0.56  2.53  1.92  -2.1598
C  -1.98  3.18  -0.01  -1.4775
N  0.01  4.43  0.66  0.2183
O  0.89  3.67  -0.15  0.3219
H  -0.43  4.75  -1.85  0.6600
H  -1.97  5.31  -1.21  0.2742
H  -0.86  6.42  -1.97  0.5510
H  0.92  7.24  -0.97  0.4927
H  1.72  6.65  0.48  0.3312
H  1.64  5.71  -1.07  0.2797
H  -0.26  6.85  1.89  0.3812
H  -1.27  7.60  0.64  0.3556
H  -2.60  6.60  2.38  0.4429
H  -3.01  5.91  0.83  0.2970
H  -2.76  4.13  2.47  0.3189
H  -1.19  4.57  3.04  0.4374
H  0.15  2.91  2.62  0.6560
H  -0.04  1.90  1.19  -0.0185
H  -1.35  1.90  2.41  0.3145
H  -1.46  2.41  -0.58  0.0326
H  -2.37  3.97  -0.57  0.4737
H  -2.87  2.67  0.43  0.3799
H  0.41  3.29  -0.89  -0.1193
C  -2.05  0.28  5.81  -1.2524
C  -2.29  -0.48  4.53  0.2195
O  -3.20  0.13  3.58  -0.5179
H  -1.48  1.17  5.66  0.2767
H  -1.57  -0.36  6.51  0.4033
H  -3.05  0.45  6.19  0.3469
H  -2.63  -1.48  4.70  0.5466
H  -1.36  -0.57  3.96  -0.3202
H  -4.09  -0.06  3.83  0.2587
C  0.89  -0.67  1.69  0.4665
C  1.43  -0.73  3.10  -0.7870
O  2.80  -1.11  3.14  -0.5142
H  1.35  0.15  1.11  0.0923
H  -0.17  -0.41  1.70  0.1780
H  1.04  -1.64  1.21  -0.1852
H  0.81  -1.46  3.59  0.3079
H  1.34  0.25  3.57  0.3877
H  2.82  -2.06  3.33  0.3912
C  5.71  2.74  1.29  -1.1451
C  4.38  3.49  1.48  -0.1283
O  3.37  2.51  1.28  -0.3621
H  5.78  1.94  2.06  0.2223
H  6.56  3.36  1.51  0.4211
H  5.72  2.41  0.22  0.2134
H  4.26  4.30  0.75  0.2898
H  4.28  3.83  2.53  0.3298
H  2.58  2.99  1.00  0.1635
O  2.20  -4.36  0.38  -0.7651
H  1.30  -4.06  0.35  0.1962
H  2.72  -3.52  0.34  0.4782
O  1.84  -3.81  3.38  -0.7087
H  1.99  -4.31  2.59  0.3667
H  0.87  -3.70  3.53  0.2818
O  3.47  2.02  4.15  -0.6584
H  3.75  1.13  3.87  0.3477
H  2.99  2.24  3.34  0.2644
O  -0.17  2.44  -2.81  -0.4525
H  -1.11  2.41  -3.05  0.2073
H  0.26  1.57  -3.09  -0.0283
O  3.75  -1.69  0.40  -0.6078
H  4.62  -2.03  0.63  0.2801
H  3.53  -1.09  1.14  0.2487